{
  "formula": "C27H57Cl2LaNP2Si",
  "method": "ωB97M-V/def2-TZVPD",
  "homo_lumo_gap_ev": 6.24,
  "total_charge": -1,
  "homo_energy_ev": -3.76,
  "relative_energy_kcal_mol": 9.6,
  "species": ["La", "Cl", "P", "C", "C", "C", "C", "H", "C", "H", "H", "H", "H", "H", "H", "H", "C", "C", "H", "H", "H", "H", "H", "H", "C", "H", "C", "H", "H", "H", "H", "H", "H", "Cl", "H", "P", "C", "C", "C", "C", "H", "C", "H", "H", "H", "H", "H", "H", "H", "C", "C", "H", "H", "H", "H", "H", "H", "C", "H", "C", "H", "H", "H", "H", "H", "H", "C", "Si", "C", "C", "N", "C", "C", "C", "C", "C", "C", "H", "H", "H", "H", "H", "H", "H", "H", "H", "H", "H", "H", "H", "H"],
  "xyz": [[0.284, 0.341, -0.523], [0.832, -0.119, -3.361], [-1.584, 2.004, -1.579], [-2.507, 0.804, -2.702], [-2.814, 2.557, -0.255], [-0.966, 3.334, -2.656], [-2.395, -0.680, -2.298], [-1.968, 0.901, -3.659], [-3.986, 1.206, -2.827], [-4.553, 0.870, -1.946], [-4.409, 0.730, -3.721], [-4.115, 2.287, -2.926], [-1.461, -1.147, -2.644], [-3.222, -1.250, -2.742], [-2.480, -0.818, -1.209], [-0.402, 2.728, -3.390], [0.029, 4.291, -1.960], [-2.150, 4.066, -3.288], [-2.631, 3.455, -4.057], [-1.786, 4.992, -3.745], [-2.897, 4.340, -2.526], [0.531, 3.870, -1.080], [-0.467, 5.218, -1.654], [0.829, 4.509, -2.676], [-3.130, 1.369, 0.678], [-3.744, 2.866, -0.779], [-2.240, 3.739, 0.553], [-3.713, 0.561, 0.225], [-3.661, 1.709, 1.580], [-2.200, 0.895, 1.021], [-1.204, 3.561, 0.894], [-2.838, 3.881, 1.466], [-2.267, 4.666, -0.033], [0.563, 1.916, 1.711], [1.488, 2.120, -1.325], [2.907, -0.385, -0.402], [4.059, 0.017, -1.771], [3.760, -0.127, 1.237], [2.429, -2.202, -0.715], [3.970, 1.474, -2.279], [3.700, -0.630, -2.589], [5.493, -0.335, -1.361], [5.886, 0.452, -0.703], [6.104, -0.392, -2.270], [5.568, -1.296, -0.843], [3.103, 1.615, -2.928], [4.873, 1.708, -2.859], [3.898, 2.198, -1.457], [2.067, -2.128, -1.756], [1.248, -2.710, 0.130], [3.638, -3.121, -0.564], [4.322, -2.991, -1.406], [3.289, -4.162, -0.532], [4.167, -2.918, 0.380], [0.733, -1.875, 0.624], [1.575, -3.378, 0.936], [0.503, -3.254, -0.468], [3.957, 1.400, 1.424], [4.746, -0.636, 1.168], [2.983, -0.724, 2.428], [4.813, 1.768, 0.847], [4.131, 1.625, 2.485], [3.067, 1.986, 1.139], [1.959, -0.329, 2.487], [3.471, -0.434, 3.370], [2.928, -1.819, 2.398], [-2.359, -3.421, -0.879], [-2.201, -2.656, 0.839], [-3.899, -2.233, 1.444], [-1.552, -4.118, 1.786], [-1.280, -1.163, 1.228], [-0.946, -0.994, 2.586], [-1.503, 0.029, 3.379], [-1.231, 0.105, 4.748], [-0.376, -0.855, 5.335], [0.241, -1.859, 4.547], [-0.017, -1.875, 3.179], [-2.705, -4.447, -0.667], [-1.438, -3.511, -1.469], [-3.117, -2.956, -1.517], [-4.450, -3.185, 1.412], [-3.816, -1.878, 2.484], [-4.401, -1.467, 0.835], [-2.279, -4.915, 1.555], [-0.543, -4.429, 1.473], [-1.549, -3.896, 2.864], [-2.125, 0.762, 2.897], [-1.688, 0.888, 5.333], [-0.178, -0.838, 6.396], [0.882, -2.627, 4.957], [0.418, -2.630, 2.535]]
}